(1)
The following is a DFT calculation (the ωB97M-V functional and the def2-TZVPD basis) of a 3-piece molecular cluster, C23H38F2NO8Si overall in a non-equilibrium geometry.

The geometry in XYZ format:
```
73
Properties=species:S:1:pos:R:3:forces:R:3
C 0.33374 -5.08948 -1.06799 -0.5689 -0.1742 0.7844
C -0.99983 -4.63813 -0.43991 0.4971 0.1437 -0.5318
C -1.15393 -3.09289 -0.41833 -0.2217 -0.8480 0.4317
C -1.21340 -2.62519 1.04828 0.0734 0.0931 -0.7080
C -1.52445 -1.13296 1.27152 -0.7199 -0.5695 1.2282
N -2.58387 -0.73113 0.36061 1.1995 0.4555 -1.2975
C -2.09712 -1.05420 2.76101 0.5676 -0.0178 1.5154
O -1.28573 -1.13746 3.71903 -0.0094 -0.1260 -1.0566
O -3.33570 -0.95472 2.85475 -0.2976 0.1435 -0.3933
C -0.28452 -0.22297 1.14560 -1.0591 -0.1278 -0.8656
F -0.48064 0.88387 1.94218 0.3050 0.1367 0.1208
F 0.83837 -0.85781 1.57585 0.3103 0.1102 0.2126
C -0.06818 0.31541 -0.25577 0.5336 0.9615 0.0599
C 1.15437 1.27709 -0.37043 -0.6584 -0.3631 -0.8465
Si 0.80382 2.47342 -1.80538 0.2268 -0.2956 0.1044
C -0.02302 4.03098 -1.15796 -0.1506 0.0353 0.0540
C -0.36253 1.69995 -3.09613 0.4298 0.3485 0.7092
C 2.45495 2.78144 -2.69200 -0.8702 0.0642 0.5245
C 2.45391 3.43359 -3.90778 -1.3014 0.4000 -0.4679
C 3.58428 3.67443 -4.63523 0.0153 0.2268 -0.5990
C 4.78634 3.24039 -4.13578 0.4877 0.4761 -1.0568
C 4.80703 2.60124 -2.93655 1.6318 -0.8346 1.0392
C 3.67604 2.36425 -2.20332 -0.5716 -0.0609 0.4237
H 1.13688 -4.72602 -0.42122 0.1662 0.0774 -0.3157
H 0.36926 -6.18269 -1.03873 0.1843 0.0368 -0.2670
H 0.44974 -4.72722 -2.08929 0.0947 -0.0231 0.0245
H -1.83244 -5.09560 -0.98336 0.0238 0.0120 0.0386
H -1.02325 -5.04300 0.57528 -0.1360 0.1040 0.0106
H -0.32818 -2.64279 -0.97485 -0.0275 0.0782 0.0826
H -2.08016 -2.85730 -0.94232 0.0946 0.2998 -0.0093
H -2.00972 -3.20547 1.52531 -0.0282 0.1479 0.0624
H -0.28326 -2.92597 1.53284 -0.0711 0.2290 0.1597
H -3.25889 -1.46477 0.23202 -0.2505 0.1215 0.4362
H -3.01866 0.12244 0.67549 -0.3779 -0.2826 0.3037
H 0.01804 -0.47981 -0.99324 -0.1354 -0.1130 0.1495
H -0.96013 0.89186 -0.50113 -0.1996 -0.3418 0.0427
H 1.31476 1.79957 0.57328 0.2109 -0.0385 -0.0629
H 2.02459 0.69139 -0.67788 0.1514 0.0568 0.4624
H -0.40760 4.68806 -1.94347 0.1469 -0.0565 -0.0458
H 0.60332 4.62357 -0.48705 0.0556 -0.0749 -0.0742
H -0.89887 3.71284 -0.57863 0.0740 -0.0130 0.0007
H -0.24505 0.61669 -3.06335 -0.1401 0.0067 -0.2227
H -1.38241 1.97276 -2.81701 -0.0583 -0.1922 -0.1899
H -0.12619 2.08537 -4.08791 -0.1178 -0.0956 -0.0411
H 1.50312 3.76062 -4.32346 0.0201 0.0275 0.0198
H 3.51563 4.16733 -5.59611 0.0645 0.0600 -0.0124
H 5.68211 3.40818 -4.72082 0.1419 -0.0864 0.1741
H 5.75006 2.23830 -2.53723 0.0416 0.0867 -0.0793
H 3.71487 1.85847 -1.24829 0.2194 -0.0509 0.0104
C 4.23542 -1.50509 2.27001 -0.1786 0.3121 -0.1044
O 4.68946 -2.62906 3.03213 0.0978 -0.0392 0.0246
C 4.23935 -3.80144 2.59333 -0.0257 0.1379 0.0751
O 3.52161 -3.97833 1.64611 0.0416 -0.0699 -0.0588
O 4.72818 -4.75864 3.39047 0.0620 -0.0341 0.0464
C 4.31792 -6.07567 3.03049 -0.0298 -0.2371 0.0355
H 4.66722 -0.61579 2.72129 0.0920 -0.1418 0.1532
H 4.57717 -1.57929 1.23835 -0.0938 -0.0936 -0.0136
H 3.15039 -1.42704 2.30679 0.0016 -0.0797 -0.0979
H 4.66447 -6.32717 2.02892 -0.1145 0.0537 -0.0423
H 3.23503 -6.17178 3.09169 -0.0002 0.0437 -0.1253
H 4.77493 -6.75596 3.74487 0.0690 0.1473 0.0758
C -7.14175 4.28706 -0.25410 -0.1393 0.0648 -0.1443
O -5.80478 4.02177 0.15592 -0.0139 0.0455 -0.0690
C -5.70978 3.42712 1.35549 0.2184 -0.0897 0.0607
O -6.63957 3.12880 2.05865 -0.0966 0.0787 -0.0357
O -4.42635 3.23621 1.61808 0.0002 0.0816 -0.0408
C -4.15759 2.59739 2.87888 0.1523 -0.2619 0.3018
H -7.08554 4.76412 -1.22973 0.1726 -0.0177 0.0155
H -7.70866 3.36140 -0.34448 -0.0361 0.0216 0.1257
H -7.63280 4.96430 0.44392 -0.0439 -0.1101 0.0606
H -4.59565 1.60159 2.91017 -0.0063 0.0162 -0.0005
H -4.52697 3.20778 3.70212 -0.1306 -0.0045 -0.0756
H -3.07919 2.50180 2.96547 0.0056 0.0228 -0.2096
```
Positions in Å, forces in eV/Å.

Output
E_tot in eV: -55653.48389
Total charge: -1
Molecular weight in g/mol: 522.64
HOMO level in eV: -4.17


(2)
The following is a DFT calculation (the ωB97M-V functional and the def2-TZVPD basis) of a 2-piece molecular cluster, C12H19N2O overall in a non-equilibrium geometry.

The geometry in XYZ format:
```
34
Properties=species:S:1:pos:R:3:forces:R:3
C 3.91796 0.14411 -0.66221 2.4484 -0.1947 0.7007
C 3.16655 0.73410 -1.58771 -0.5786 1.8024 -1.5915
C 3.27558 -0.52020 0.36009 0.1800 -1.7188 1.9104
C 1.79516 0.78623 -1.48531 -0.0039 0.2427 -0.2670
C 1.89773 -0.53833 0.50834 1.2469 2.3223 -3.3781
C 1.13143 0.20184 -0.44450 0.2881 -1.1617 1.4809
C -3.07850 0.56429 -0.20982 -0.5216 -1.3849 1.0348
C -2.37427 1.45247 -1.18756 1.3161 1.9116 -1.0824
C -0.33510 0.24833 -0.36921 1.3420 -1.0479 -0.5079
C -1.11172 -0.94752 0.12518 -0.3828 1.3913 2.8301
C -0.51369 -2.25185 -0.41407 -4.6307 0.3854 -1.7276
C -1.25979 -0.96135 1.76632 0.0188 0.8786 -0.9647
N -2.45680 -0.75820 -0.44724 0.2805 -0.8952 -0.2676
N -0.90742 1.18393 -1.01868 -1.2381 1.4604 -1.1211
O 0.61822 1.71758 2.43636 -0.5991 -0.0761 -0.5523
H 5.02350 0.30129 -0.81440 -1.2149 -0.8270 0.7701
H 3.69024 1.29959 -2.34025 -0.2582 -0.0267 -0.4986
H 3.82504 -1.15361 1.08337 -0.0916 0.6782 -0.4911
H 1.25607 1.28996 -2.24966 -0.2553 0.3644 -0.6662
H 1.46997 -1.12567 1.21350 -1.2967 -1.4031 2.2187
H -2.92559 0.80773 0.90001 -0.4109 0.5053 -1.5706
H -4.16607 0.47568 -0.46153 0.9669 0.2146 0.4275
H -2.53483 1.19898 -2.28781 -0.4014 0.1690 1.5328
H -2.45200 2.62710 -1.09336 -0.2440 -2.4430 0.1491
H -1.04997 -3.08272 0.08322 0.0553 0.3663 -0.3419
H 0.47573 -2.50920 -0.40369 2.5942 0.1525 0.2045
H -0.92904 -2.14846 -1.46977 0.9806 -0.9794 0.8883
H -0.77223 -0.06913 2.19895 0.2204 -0.7886 -0.0399
H -0.93781 -1.91417 2.21821 0.0663 0.5468 -0.2892
H -2.32610 -0.79085 2.00955 0.4173 -0.4316 -0.2148
H -2.93686 -1.53608 -0.02248 -1.0080 0.1518 -0.2101
H 0.32158 1.81936 3.34715 0.5952 0.0752 0.0058
H -0.37140 1.79817 -1.64984 0.1058 -0.3289 1.0930
H 1.57444 1.65660 2.36884 0.0128 0.0890 0.5358
```
Positions in Å, forces in eV/Å.

Output
E_tot in eV: -17772.41423
Total charge: +1
Molecular weight in g/mol: 207.30
HOMO level in eV: -12.83
Energy relative to the best compared isomer or geometry (same formula, charge and spin) in eV: 0.927